(1)
# C11H23FIrNO2P2

A structure of composition C11H23FIrNO2P2 at a distorted geometry (wB97M-V/def2-TZVPD, OMol25).

Cartesian coordinates (Å):
Ir: -1.094 -0.710 0.679
P: 0.226 -0.145 2.512
C: 1.690 0.387 1.594
C: 1.917 -0.194 0.264
N: 0.825 -0.693 -0.363
C: 0.945 -1.179 -1.624
C: 2.174 -1.219 -2.286
C: 3.304 -0.724 -1.627
C: 3.178 -0.199 -0.336
C: -0.337 -1.704 -2.264
P: -1.879 -0.916 -1.488
H: 4.038 0.200 0.180
H: 2.252 -1.621 -3.286
H: 4.268 -0.739 -2.115
H: -0.336 -1.530 -3.340
H: -0.382 -2.781 -2.103
H: 1.893 3.009 0.747
H: 2.541 0.723 2.168
H: -1.130 3.763 -0.102
O: 1.485 3.860 0.353
H: 2.062 4.638 0.608
H: -2.177 0.280 1.064
O: -2.139 3.564 -0.225
H: -2.208 2.709 -0.741
C: -2.071 0.614 -2.570
H: -2.123 0.334 -3.622
H: -2.985 1.150 -2.310
H: -1.221 1.284 -2.433
C: -3.250 -2.051 -2.097
H: -4.224 -1.630 -1.848
H: -3.190 -2.180 -3.178
H: -3.162 -3.029 -1.622
C: 0.797 -1.471 3.636
H: 1.585 -1.110 4.296
H: -0.029 -1.830 4.250
H: 1.185 -2.315 3.066
C: -0.319 1.273 3.534
H: -1.128 0.969 4.197
H: 0.499 1.650 4.146
H: -0.689 2.086 2.910
F: -0.793 -2.522 1.378

The spin multiplicity is 5. The LUMO energy (alpha / beta) comes out at -6.9 / -10.6 eV. The HOMO energy (alpha / beta) is -0.580 / -0.601 Ha. Its expectation value of S² is 6.034. As for the net charge: +2.

---

(2)
# C11H23FN3O3PS

A cluster of 2 separate species, C11H23FN3O3PS in total at a distorted geometry (wB97M-V/def2-TZVPD, OMol25).

Cartesian coordinates (Å):
C: -0.008 -1.472 1.658
C: 0.762 -0.541 0.682
C: 2.005 -0.079 1.461
C: -0.150 0.690 0.430
C: -0.789 0.819 -0.963
P: -1.080 2.660 -1.199
S: -1.627 3.579 0.434
C: -2.152 0.172 -1.099
O: -3.041 0.746 -1.554
N: -2.345 -1.228 -0.685
C: -3.385 -1.329 0.234
O: -4.280 -2.016 0.116
F: -3.235 -0.557 1.295
C: 0.135 0.355 -2.154
C: 1.327 -0.546 -1.725
C: 1.550 -1.555 -2.875
C: 2.594 0.321 -1.666
N: 1.075 -1.341 -0.514
O: 0.288 -2.331 -0.703
H: 0.034 -0.945 2.626
H: 0.571 -2.378 1.797
H: -1.021 -1.667 1.343
H: 1.680 0.370 2.403
H: 2.530 0.715 0.943
H: 2.652 -0.919 1.697
H: -0.978 0.630 1.137
H: 0.376 1.602 0.703
H: 0.177 3.175 -1.599
H: -1.939 2.871 -2.292
H: -2.649 -1.734 -1.509
H: 0.553 1.226 -2.653
H: -0.468 -0.171 -2.890
H: 0.622 -2.029 -3.162
H: 1.871 -0.982 -3.744
H: 2.328 -2.277 -2.644
H: 2.464 1.271 -1.149
H: 3.438 -0.243 -1.275
H: 2.863 0.559 -2.691
N: -0.549 0.916 4.358
H: -0.460 1.732 3.744
H: -0.957 1.204 5.252
H: -1.155 0.220 3.913
H: 0.375 0.507 4.519

The spin multiplicity is 2. The LUMO energy (alpha / beta) comes out at -4.1 / -4.1 eV. The HOMO energy (alpha / beta) is -0.422 / -0.425 Ha. Its expectation value of S² is 0.754. As for the net charge: +1.

---

(3)
# C11H23N3O2P

The ion C11H23N3O2P with charge +1 at a distorted geometry (wB97M-V/def2-TZVPD, OMol25).

Cartesian coordinates (Å):
C: -2.136 -3.298 3.323
C: -3.151 -2.382 2.635
C: -3.065 -2.562 1.099
C: -2.910 -1.243 0.317
C: -1.502 -1.056 -0.317
C: -0.949 0.314 0.079
C: 0.132 0.928 -0.755
N: 0.567 2.162 -0.444
C: 1.483 2.609 -1.398
C: 2.323 3.834 -1.295
C: 3.054 3.828 0.061
O: 4.229 3.041 -0.044
C: 1.446 1.665 -2.373
N: 0.832 0.517 -1.823
P: 1.028 -1.171 -2.354
N: 2.584 -0.957 -2.998
O: 1.270 -1.917 -0.909
H: -2.218 -3.246 4.407
H: -2.351 -4.331 3.058
H: -1.123 -3.040 3.021
H: -2.951 -1.348 2.918
H: -4.149 -2.624 2.989
H: -4.017 -2.995 0.795
H: -2.295 -3.288 0.853
H: -3.691 -1.121 -0.429
H: -3.046 -0.434 1.036
H: -0.880 -1.815 0.140
H: -1.558 -1.200 -1.393
H: -1.767 1.037 0.061
H: -0.605 0.288 1.114
H: 0.234 2.656 0.368
H: 1.673 4.711 -1.272
H: 3.050 3.880 -2.094
H: 2.410 3.364 0.810
H: 3.282 4.838 0.390
H: 4.970 3.539 0.306
H: 1.800 1.704 -3.386
H: 3.154 -0.310 -2.452
H: 3.090 -1.837 -2.985
H: 1.755 -2.738 -1.056

The LUMO energy comes out at -2.7 eV. The HOMO energy is -0.468 Ha. As for the net charge: +1. As for the SMILES: CCCCCCc1[nH]c(CCO)c[n+]1P(N)O.

---

(4)
# C11H23N5O3

The molecule C11H23N5O3 at a distorted geometry (wB97M-V/def2-TZVPD, OMol25).

Cartesian coordinates (Å):
H: -2.020 -0.553 -1.820
N: -1.358 -1.154 -1.359
C: -1.999 -1.777 -0.393
N: -1.492 -3.113 -0.105
N: -3.099 -1.386 0.242
C: -3.386 -0.088 0.661
C: -2.875 1.069 -0.118
C: -1.537 1.489 0.402
C: -0.804 2.294 -0.639
N: -1.057 2.022 -2.097
C: 0.729 2.034 -0.481
O: 1.522 2.866 -0.043
N: 1.114 0.729 -0.642
C: 2.498 0.268 -0.359
C: 2.951 -0.823 -1.273
O: 4.069 -1.309 -1.254
O: 1.958 -1.311 -2.062
C: 2.653 -0.334 1.119
C: 2.840 0.712 2.243
C: 1.589 -1.418 1.189
H: -1.650 -3.378 0.909
H: -0.609 -3.271 -0.477
H: -3.405 -2.196 0.739
H: -3.017 0.055 1.701
H: -4.435 0.026 0.750
H: -2.765 0.945 -1.179
H: -3.628 1.892 0.085
H: -1.008 0.676 0.778
H: -1.672 1.982 1.270
H: -1.112 3.252 -0.447
H: -0.684 1.096 -2.448
H: -0.572 2.680 -2.666
H: 0.398 0.079 -0.959
H: 3.267 1.128 -0.587
H: 2.226 -2.061 -2.610
H: 3.634 -0.827 0.930
H: 3.480 1.570 1.858
H: 3.180 0.172 3.180
H: 1.904 1.124 2.487
H: 1.563 -2.018 0.267
H: 2.039 -2.095 1.949
H: 0.571 -1.051 1.258

The LUMO energy comes out at 0.4 eV. The HOMO energy is -0.322 Ha. For the energy relative to the best compared isomer or geometry (same formula, charge and spin), the calculation gives 2.348 eV. As for the net charge: 0. As for the SMILES: [H]/N=C(/N)NCCC[C@H](N)C(=O)N[C@H](C(=O)O)C(C)C.